(1)
This record from the OMol25 dataset describes an isolated molecule of C10H18ClN4O2P in a non-equilibrium geometry. The level of theory is ωB97M-V/def2-TZVPD.

The geometry in XYZ format:
```
36
Properties=species:S:1:pos:R:3
N 2.923 0.627 1.433
H 0.258 0.698 -2.614
H 1.027 -2.508 -0.304
C 2.926 2.364 -2.202
H -2.043 -1.760 -1.549
H 2.329 0.586 -3.140
H -1.294 -0.928 3.771
C -0.684 0.811 1.742
P -1.594 -1.745 0.609
C 0.724 -0.143 -0.429
C 2.007 0.199 0.590
C 1.095 -1.607 -1.084
C 0.892 0.968 -1.669
H 2.497 3.037 -3.066
C -0.736 -0.065 0.316
H 0.028 0.334 2.543
H -2.316 1.953 2.964
H 2.870 2.852 -1.138
H 1.599 -3.399 -2.306
H -3.173 -0.857 3.642
C -2.182 0.868 2.486
N -2.212 -2.424 -0.763
H 4.088 2.240 -2.442
O 0.719 -3.127 -2.705
C -1.729 0.858 -0.666
Cl -0.288 2.629 1.400
H -2.284 0.393 4.823
H -2.743 -1.679 1.519
H -3.057 0.565 1.771
H 0.714 2.062 -1.259
N 2.360 0.963 -2.147
O 0.425 -1.893 -2.368
N -2.610 1.469 -1.417
H 2.260 -1.548 -1.345
C -2.211 -0.167 3.798
H -0.584 -2.624 1.209
```

Properties
E_LUMO (eV): -0.079
HOMO (eV): -8.742
HOMO-LUMO gap (eV): 8.66
Net charge: 0

***

(2)
This record from the OMol25 dataset describes a structure of composition C60H60N11O2P4SSe2W in a non-equilibrium geometry. The level of theory is ωB97M-V/def2-TZVPD.

The geometry in XYZ format:
```
141
Properties=species:S:1:pos:R:3
C -2.910 0.224 0.870
H 1.629 4.097 5.244
H 3.776 1.023 1.295
C -4.182 0.507 1.371
H 0.522 6.173 -4.461
P 1.290 1.185 3.475
H 2.007 -11.438 -3.686
H 2.941 -0.069 -3.125
C -4.958 0.853 -0.857
C -0.698 6.658 1.278
C 2.280 -10.382 -5.544
N -0.220 4.227 -4.455
C -5.209 0.841 0.519
H -0.863 8.124 -0.273
C -3.017 7.784 2.315
H 4.482 7.280 5.135
P -0.096 2.709 -2.022
H -1.016 5.955 -1.173
H 3.028 8.506 3.561
C 0.614 -2.690 -1.796
C 3.274 0.661 -2.392
C 1.335 -6.864 -3.341
H 0.845 -0.663 -5.032
C -1.563 4.619 -4.261
N -0.515 2.612 0.363
N 0.522 -1.310 -1.744
N 1.042 -6.777 -2.003
H -1.538 0.023 8.237
H 6.580 2.769 4.591
C 3.729 1.364 0.264
C 1.171 5.703 3.924
C -0.110 -3.198 1.654
N 0.483 5.436 -2.504
H 4.363 0.667 -2.355
N 0.177 1.693 1.036
H 2.481 -9.061 -7.209
N -2.675 0.364 -0.457
C 0.292 -5.375 0.738
H 0.446 0.409 -2.861
N -0.658 3.700 1.064
C 1.676 -9.344 -3.460
H 3.374 -1.756 0.514
C 0.840 -5.456 -1.708
H 0.926 7.520 2.789
H -3.910 8.232 2.728
H 1.190 -3.169 -5.119
H 1.261 2.448 6.129
C 0.791 -1.263 -4.135
H 1.074 2.617 -4.221
H 2.922 1.650 -2.691
H 2.961 3.371 2.389
C 1.967 5.044 4.854
H -0.262 -4.990 2.789
H 0.352 -6.447 0.862
C -0.845 5.856 -2.245
N -1.853 4.842 -2.777
P -0.398 4.891 3.453
Se 1.729 -0.670 2.405
W 0.263 -0.312 0.249
H -1.822 -1.411 6.242
C 1.937 -8.000 -5.429
C 0.571 -0.658 -2.925
H 0.219 6.233 0.889
H 0.793 4.548 -0.649
C 0.485 2.246 2.266
C 2.743 7.522 3.908
O -1.441 0.264 -0.957
C 3.612 1.188 4.911
H 3.774 5.072 6.000
H 1.638 -13.017 -5.433
C 3.520 2.843 3.150
C 1.553 6.964 3.468
C 0.691 5.233 -3.931
H 5.472 1.038 5.955
C 0.984 -2.655 -4.192
H 2.861 -13.363 -6.676
C -3.691 0.617 -1.310
C 0.433 -3.362 -0.589
Se -1.505 4.120 5.049
C 0.569 1.620 6.134
H -2.051 3.763 -0.975
H -2.790 5.236 -2.675
H -6.195 1.058 0.901
C -1.310 7.714 0.625
N 1.315 -5.672 -3.904
C 2.251 -9.121 -6.155
H -3.416 0.601 -2.355
C 3.159 5.600 5.285
C -1.164 -0.554 6.206
C -0.131 1.328 7.291
O 2.593 -11.409 -6.348
H 0.998 -7.547 -1.358
H 1.938 4.081 -1.907
H 1.904 -7.029 -5.899
H -2.515 2.875 -2.437
H -0.601 -0.887 4.173
C -0.065 3.545 2.253
H 4.737 1.366 -0.150
H 3.373 -12.845 -5.055
H 4.640 -1.162 -0.579
H -1.764 5.559 -4.777
H -1.046 6.806 -2.745
C 2.909 1.849 3.903
C -0.044 -4.564 1.822
C 4.925 1.539 5.169
C 5.545 2.519 4.403
C 0.884 4.286 -1.702
N 0.135 -2.568 0.496
C 1.644 -8.088 -4.060
H 3.247 -2.064 -1.227
C 4.843 3.170 3.400
C 3.554 6.836 4.800
C 0.523 -4.786 -0.494
H -0.383 -2.587 2.502
H 5.328 3.932 2.806
C -1.248 6.159 2.459
H 0.006 1.949 8.165
C -0.998 0.246 7.327
C -1.785 3.564 -2.012
H 1.719 4.916 -4.103
C 0.386 0.831 5.000
C 0.061 2.897 -3.917
P 2.660 0.236 -0.711
H 1.448 -9.455 -2.406
C -2.473 8.275 1.140
C 1.012 -4.792 -2.916
C 3.570 -1.343 -0.475
H -0.618 2.180 -4.393
H -4.324 0.442 2.440
C 0.875 -3.373 -3.015
C -0.476 -0.261 5.042
H -2.813 6.352 3.905
H 3.333 2.380 0.239
H 3.131 0.395 5.469
H -2.246 3.847 -4.618
C -2.402 6.730 2.977
C 2.613 -12.727 -5.831
H -5.753 1.028 -1.566
S -1.654 -0.426 1.837
C 1.989 -10.480 -4.186
H -2.943 9.104 0.628
```

Properties
E_LUMO (alpha / beta) (eV): -4.459 / -5.123
HOMO (alpha / beta) (eV): -8.902 / -10.581
HOMO-LUMO gap (alpha / beta) (eV): 4.44 / 5.46
Relative energy (zero: lowest compared OMol25 entry of this formula, charge and spin) (kcal/mol): 31.82
2S+1: 4
Net charge: +2

***

(3)
This record from the OMol25 dataset describes a structure of composition C33H29N6O4Se2SiY in a non-equilibrium geometry. The level of theory is ωB97M-V/def2-TZVPD.

The geometry in XYZ format:
```
76
Properties=species:S:1:pos:R:3
C -0.941 4.453 3.269
O 2.789 -0.003 3.060
H 3.025 3.426 -2.067
C 0.852 -3.811 -0.262
H 0.151 -6.681 -1.882
H 1.050 4.515 4.068
C 0.787 4.911 -4.125
H 1.881 1.981 6.966
C -1.399 -3.967 -0.595
H -1.806 2.962 0.361
C 4.759 -4.903 -1.626
C -0.006 -0.062 2.380
H -0.563 2.009 6.514
H 2.289 -0.294 2.257
C 1.887 0.485 3.925
H -2.803 4.192 2.230
C 2.011 4.535 -3.590
N -1.317 0.062 2.208
C -0.355 1.037 4.615
H 4.275 -6.647 -2.214
C 0.214 3.069 1.089
C -0.013 -5.734 -1.383
H -1.344 4.715 -3.953
C 0.422 4.199 3.242
C 2.366 1.025 5.121
C 0.505 0.484 3.668
C -5.328 -0.846 -2.100
C -3.495 -0.610 -0.582
C -4.471 -1.498 -2.971
C -2.943 -0.158 0.697
C -0.381 4.458 -3.527
N 3.374 -4.596 -1.330
H -4.796 -1.836 -3.944
C -3.149 -1.665 -2.588
H -2.163 -5.709 -1.582
N -1.707 -0.352 0.975
C 2.458 -5.545 -1.125
H -5.466 0.132 -0.182
H 3.435 1.021 5.289
H -3.591 0.341 1.417
H -6.363 -0.677 -2.369
C 0.901 3.255 -1.840
Si 0.998 2.049 -0.350
O 4.916 -5.978 -2.520
H 2.441 2.222 0.034
N -0.364 -3.274 -0.123
C -1.160 3.326 1.155
Se 2.220 -1.415 -1.896
H 1.670 -3.257 0.174
Se -2.309 0.810 -5.395
C 0.984 3.523 2.165
H -2.372 -3.515 -0.453
H -1.245 3.273 -1.983
O 2.699 -6.762 -1.133
C 1.075 -5.031 -0.900
Y 0.012 -0.547 -0.825
C 1.491 1.560 6.046
H 2.050 3.326 2.163
N -0.877 0.352 -2.850
H -2.435 -2.136 -3.254
H 3.057 -3.619 -1.482
H 5.296 -5.102 -0.689
N -2.669 -1.241 -1.425
C -0.317 3.642 -2.408
O 0.820 -0.536 1.539
C -1.733 4.013 2.215
H -1.385 4.976 4.108
H 5.182 -4.015 -2.093
C -1.405 0.530 -3.870
C -1.281 -5.198 -1.222
H 2.932 4.869 -4.056
C 2.061 3.720 -2.466
H 0.743 5.533 -5.012
H -1.409 1.053 4.380
C 0.121 1.570 5.799
C -4.837 -0.394 -0.888
```

Properties
E_LUMO (eV): 3.907
HOMO (eV): -1.404
HOMO-LUMO gap (eV): 5.31
Relative energy (zero: lowest compared OMol25 entry of this formula, charge and spin) (kcal/mol): 20.98
Net charge: -2

***

(4)
This record from the OMol25 dataset describes an isolated molecule of C26H22O2 in a non-equilibrium geometry. The level of theory is ωB97M-V/def2-TZVPD.

The geometry in XYZ format:
```
50
Properties=species:S:1:pos:R:3
C 5.133 -1.166 -0.646
H -2.029 1.681 3.530
C 0.668 0.420 -0.022
H -1.188 6.171 -0.157
H 6.553 -1.488 0.937
C 5.803 -1.951 0.292
C -3.511 -3.273 -0.274
C 1.919 0.219 -0.592
H 3.097 -3.549 -2.012
H -1.203 -1.534 -2.074
C -0.948 4.249 0.785
H 4.331 -4.974 -0.353
C -0.984 4.619 2.133
H -0.650 4.887 -1.261
O -1.935 0.694 1.202
C -2.533 -2.291 -0.099
H 2.797 0.734 -0.196
H -0.727 5.645 2.408
C -0.469 -0.203 -0.549
H 6.060 -3.932 1.126
H 0.479 5.619 -0.105
C -4.245 -0.599 0.079
H -4.506 0.430 0.341
H 0.569 1.104 0.822
C -1.638 2.015 1.443
H 1.075 -2.092 -2.948
H -1.400 4.010 4.173
H -1.284 2.644 -0.622
C -4.862 -2.903 -0.321
O 3.317 -0.931 -2.196
C 3.860 -3.133 -1.355
C -0.555 5.277 -0.241
C 4.132 -1.763 -1.408
H -5.622 -3.658 -0.540
C -1.363 3.710 3.125
H -2.248 0.914 -0.837
C 0.938 -1.356 -2.162
C -1.708 2.410 2.790
C -1.876 0.181 -0.096
C 4.555 -3.909 -0.428
C 5.522 -3.318 0.395
C 2.049 -0.673 -1.667
C -5.229 -1.581 -0.046
C -2.904 -0.945 -0.079
H -1.472 -2.528 0.007
C -1.291 2.935 0.435
H -6.281 -1.318 0.057
H -3.210 -4.318 -0.387
C -0.316 -1.075 -1.638
H 5.332 -0.103 -0.772
```

Properties
E_LUMO (eV): 0.740
HOMO (eV): -8.384
HOMO-LUMO gap (eV): 9.12
Net charge: 0

***

(5)
This record from the OMol25 dataset describes an isolated molecule of C2H5ClIN in a non-equilibrium geometry. The level of theory is ωB97M-V/def2-TZVPD.

The geometry in XYZ format:
```
10
Properties=species:S:1:pos:R:3
H 1.088 1.312 -0.009
Cl 1.685 -0.261 1.806
I 3.486 -0.839 -1.217
H 1.103 -1.663 -0.558
H -1.040 0.781 1.031
C 0.928 0.183 0.245
C -0.602 0.134 0.232
N 1.448 -0.727 -0.937
H -0.826 0.815 -0.608
H -0.899 -0.936 -0.006
```

Properties
E_LUMO (alpha / beta) (eV): 0.921 / -2.789
HOMO (alpha / beta) (eV): -6.304 / -9.723
HOMO-LUMO gap (alpha / beta) (eV): 7.22 / 6.93
Relative energy (zero: lowest compared OMol25 entry of this formula, charge and spin) (kcal/mol): 0.00
2S+1: 3
Net charge: 0

***

(6)
This record from the OMol25 dataset describes a cluster of 9 separate species, C33H71F5NO9Si in total in a non-equilibrium geometry. The level of theory is ωB97M-V/def2-TZVPD.

The geometry in XYZ format:
```
120
Properties=species:S:1:pos:R:3
C -0.078 -1.681 -2.343
O -5.785 0.955 5.003
H 3.716 2.295 3.458
H 5.302 3.078 -3.021
C -3.264 0.649 1.008
H -7.662 1.810 5.261
C -4.461 -2.020 3.822
H 4.492 5.077 1.366
H -6.411 -3.577 -7.832
H 5.404 3.138 1.869
H 5.679 2.508 0.252
C 4.949 2.541 1.071
H 3.601 -1.698 1.055
H 1.671 -0.168 2.127
C 5.758 -4.457 1.637
H 6.668 -3.921 1.915
H -1.941 -2.411 0.622
H -1.454 -0.237 1.728
C 8.116 -5.283 -1.499
H -3.063 1.604 1.483
H -4.697 -3.678 -7.380
H -1.940 -2.198 -5.146
F 1.588 4.788 -0.158
H 7.620 3.734 -1.529
C 6.102 3.761 -2.745
H 2.374 -2.941 -0.180
H -3.176 3.622 5.399
C 4.663 0.007 0.461
C -4.661 -0.662 -0.342
C -4.427 0.533 0.264
H 5.576 -5.268 2.345
H -0.199 8.162 1.552
H -2.785 4.534 3.926
H -5.106 1.367 0.155
H -3.697 -2.617 3.315
H -4.349 2.170 4.024
H -0.205 8.595 -0.722
F 0.898 6.506 1.907
C -2.369 -0.348 1.157
C -3.381 -1.862 -3.534
C -2.612 -1.563 0.537
O -5.320 -1.424 2.860
C -3.746 -1.717 -0.205
O 6.916 3.120 -1.761
F 2.629 6.694 -0.025
H 0.294 -3.528 -1.186
H 4.817 0.483 -0.505
H -3.228 -5.564 -0.950
H 4.549 -3.206 2.520
H -6.107 -4.729 -1.453
H -4.036 -1.588 -4.367
Si -4.157 -3.318 -1.121
C -1.947 -1.874 -4.104
H -0.672 -0.861 -1.931
C 2.518 5.463 0.552
H -5.555 -0.812 -0.939
C 4.716 1.103 1.564
H -5.054 -2.667 4.466
H 8.031 -6.534 -0.012
H -6.823 -3.101 -5.605
O 7.546 -5.746 -0.274
H 3.067 -0.496 -1.526
C -3.526 3.895 4.400
H -4.772 -0.866 2.297
H 3.533 2.917 -0.494
O 2.991 1.688 3.240
F 2.892 6.310 2.756
O -0.689 8.938 1.269
H 9.169 -5.032 -1.359
H 6.691 3.997 -3.632
H 5.875 -4.868 0.648
H 1.558 -0.270 -0.574
H -0.193 -3.078 -3.951
H -0.668 10.254 -0.291
C -0.900 -2.611 -3.256
H -4.468 4.443 4.481
H 5.583 0.890 2.192
H -6.642 -3.175 -0.769
O -3.690 2.732 3.595
C 2.463 -0.869 -0.699
H 7.574 -4.392 -1.806
H -6.394 2.874 4.620
C 3.690 3.247 0.535
H -4.872 -3.443 -3.455
H 4.373 5.102 -0.412
C -2.947 -4.627 -0.455
N 3.414 0.915 2.199
C 2.058 -2.337 -1.037
O 4.636 -3.555 1.628
H -5.871 -4.454 0.261
H -1.626 -0.825 -4.139
H 0.746 -1.243 -2.916
H 5.454 -0.690 0.725
C -5.884 -3.956 -0.710
C 2.663 0.010 1.727
C 0.534 -2.464 -1.146
H -1.910 -4.436 -0.735
H 2.792 3.038 1.117
H 2.598 -2.737 -1.896
H -3.248 -4.032 -3.313
H -6.161 0.070 4.966
H -7.123 1.640 3.569
H 8.022 -6.044 -2.276
H 0.931 9.642 0.176
C -0.121 9.375 0.040
C -5.715 -3.823 -7.027
H -3.982 -1.246 4.430
C -3.904 -3.215 -2.998
H -3.450 -1.040 -2.817
H -1.297 -3.426 -2.650
O -5.922 -2.965 -5.908
C -6.803 1.865 4.589
H -3.053 -4.775 0.622
H -5.846 -4.869 -6.738
H 0.127 -2.034 -0.225
F 1.599 4.575 2.579
C 3.884 4.790 0.509
C 3.284 -0.756 0.592
H 5.667 4.680 -2.344
C 1.987 5.717 1.979
```

Properties
E_LUMO (eV): -3.405
HOMO (eV): -10.849
HOMO-LUMO gap (eV): 7.44
Net charge: +1

***

| no. | electronic energy (eV) |
| --- | --- |
| 1 | -42515.373 |
| 2 | -264177.894 |
| 3 | -191441.722 |
| 4 | -31413.299 |
| 5 | -24264.026 |
| 6 | -76745.231 |